one | The following is a quantum chemistry calculation of a cluster of 2 separate species, C3H2O2 in total, from the OMol25 dataset.

Computed properties:
Molecular weight   70.047 g/mol
Orbital gap   11.209 eV
SMILES string   O=C=O.C#C
HOMO energy   -10.67 eV

```
! RIJCOSX wB97M-V def2-TZVPD def2/J DEFGRID3
* xyz 0 1
O 0.582 -2.287 0.173
C -0.517 -2.362 -0.076
O -1.644 -2.353 -0.380
C 0.726 1.246 -0.060
C 0.130 2.306 0.151
H 1.296 0.355 -0.108
H -0.572 3.094 0.300
*
```

two | The following is a quantum chemistry calculation of the molecule C3H2O2, from the OMol25 dataset.

Computed properties:
Molecular weight   70.047 g/mol
Orbital gap   11.091 eV
SMILES string   C=C1OC1=O
HOMO energy   -10.60 eV

```
! RIJCOSX wB97M-V def2-TZVPD def2/J DEFGRID3
* xyz 0 1
C 0.186 0.000 0.026
C 1.463 0.191 -0.065
O 2.471 1.195 0.018
C 2.825 -0.139 -0.014
O 3.823 -0.728 0.014
H -0.679 0.777 -0.012
H -0.295 -0.926 0.087
*
```

Of them, two has the lowest stability.

one | The following is a quantum chemistry calculation of the molecule C3H4N2S, from the OMol25 dataset.

Computed properties:
Molecular weight   100.146 g/mol
Orbital gap   9.874 eV
SMILES string   Sn1ccnc1
HOMO energy   -9.28 eV

```
! RIJCOSX wB97M-V def2-TZVPD def2/J DEFGRID3
* xyz 0 1
S 0.141 2.215 -0.697
N -0.012 0.591 -0.195
C 0.258 -0.625 -0.916
C -0.195 -1.562 -0.009
N -0.619 -0.993 1.192
C -0.498 0.275 1.063
H 1.382 2.477 -0.182
H 0.593 -0.697 -1.905
H -0.247 -2.683 -0.113
H -0.802 0.999 1.762
*
```

two | The following is a quantum chemistry calculation of the molecule C3H4N2S, from the OMol25 dataset.

Computed properties:
Molecular weight   100.146 g/mol
Orbital gap (spin up / spin down)   7.150 / 7.153 eV
HOMO energy (spin up / spin down)   -8.15 / -8.15 eV

```
! RIJCOSX wB97M-V def2-TZVPD def2/J DEFGRID3
* xyz 0 1
C 1.898 1.151 -0.061
C 2.949 0.360 0.110
C 1.128 -1.302 0.036
N -0.455 0.605 -0.292
N 0.678 0.109 -0.085
S 4.264 -0.567 0.238
H 1.760 -1.382 -0.824
H 1.815 -1.369 0.847
H 0.246 -1.993 0.077
H -1.293 -0.040 -0.161
*
```

Of them, two has the lowest stability.

one | The following is a quantum chemistry calculation of the molecule C3H4N2S, from the OMol25 dataset.

Computed properties:
Molecular weight   100.146 g/mol
Orbital gap   9.788 eV
SMILES string   Sn1ccnc1
HOMO energy   -9.23 eV

```
! RIJCOSX wB97M-V def2-TZVPD def2/J DEFGRID3
* xyz 0 1
S 1.051 1.148 -1.732
N 0.283 0.394 -0.387
C -0.654 -0.659 -0.491
C -1.027 -0.834 0.810
N -0.391 0.041 1.677
C 0.384 0.768 0.906
H 2.106 0.279 -1.839
H -1.063 -1.110 -1.392
H -1.712 -1.600 1.169
H 1.024 1.573 1.280
*
```

two | The following is a quantum chemistry calculation of a cluster of 2 separate species, C3H4N2S in total, from the OMol25 dataset.

Computed properties:
Molecular weight   100.146 g/mol
Orbital gap   9.789 eV
SMILES string   C=C=N.N=C=S
HOMO energy   -8.91 eV

```
! RIJCOSX wB97M-V def2-TZVPD def2/J DEFGRID3
* xyz 0 1
C 1.664 0.936 -1.995
C 1.199 0.197 -1.010
N 0.851 -0.546 -0.111
H 1.130 1.835 -2.061
H 2.211 0.649 -2.870
H 1.287 -0.540 0.820
N -1.961 -1.216 2.361
C -1.932 -0.314 1.579
S -1.952 0.959 0.734
H -2.497 -1.959 2.552
*
```

three | The following is a quantum chemistry calculation of the molecule C3H4N2S, from the OMol25 dataset.

Computed properties:
Molecular weight   100.146 g/mol
Orbital gap   9.114 eV
SMILES string   [H]/N=c1\c(=S)n1C
HOMO energy   -8.73 eV

```
! RIJCOSX wB97M-V def2-TZVPD def2/J DEFGRID3
* xyz 0 1
H 0.684 2.933 -0.014
N 0.898 1.963 0.100
C -0.099 1.204 -0.040
C -1.558 0.313 -0.088
S -3.046 -0.382 0.016
N -0.234 -0.137 -0.055
C 0.669 -1.243 0.040
H 1.120 -1.391 -0.864
H 1.380 -1.119 0.769
H 0.186 -2.140 0.135
*
```

four | The following is a quantum chemistry calculation of the molecule C3H4N2S, from the OMol25 dataset.

Computed properties:
Molecular weight   100.146 g/mol
Orbital gap   9.496 eV
SMILES string   N#C[C@]1(N)CS1
HOMO energy   -9.27 eV

```
! RIJCOSX wB97M-V def2-TZVPD def2/J DEFGRID3
* xyz 0 1
N -2.414 0.359 -1.212
C -1.446 0.132 -0.644
C -0.302 -0.175 0.102
N -0.256 -0.520 1.444
C 0.952 0.748 -0.624
S 0.956 -1.009 -1.213
H -1.027 -1.028 1.886
H 0.577 -0.914 1.648
H 1.696 0.972 0.066
H 1.264 1.435 -1.452
*
```

Of them, three has the lowest stability.

one | The following is a quantum chemistry calculation of a cluster of 2 separate species, C5H10N in total, from the OMol25 dataset.

Computed properties:
Molecular weight   84.142 g/mol
Orbital gap   8.690 eV
HOMO energy   -14.83 eV

```
! RIJCOSX wB97M-V def2-TZVPD def2/J DEFGRID3
* xyz 1 1
C 2.597 -0.499 0.130
C 1.443 -0.098 -0.039
C -0.327 0.796 -1.321
C -0.195 0.952 1.375
C 0.154 0.495 0.065
N -1.122 -1.606 -0.186
H 3.625 -0.671 -0.020
H 0.199 1.581 -1.677
H -0.106 0.006 -2.068
H -1.367 1.247 -1.196
H -0.090 1.957 1.253
H -1.334 0.943 1.556
H 0.375 0.408 2.095
H -1.768 -2.075 -0.771
H -1.646 -1.221 0.617
H -0.437 -2.217 0.189
*
```

two | The following is a quantum chemistry calculation of a structure of composition C5H10N, from the OMol25 dataset.

Computed properties:
Molecular weight   84.142 g/mol
Orbital gap   11.090 eV
HOMO energy   -14.49 eV

```
! RIJCOSX wB97M-V def2-TZVPD def2/J DEFGRID3
* xyz 1 1
C -0.170 2.227 0.296
C 0.851 1.901 0.997
C 0.535 0.904 -0.071
C 0.746 -1.601 0.161
C -0.047 -0.364 0.294
N -1.573 -0.592 -0.749
H -0.556 3.013 -0.385
H 1.772 2.110 1.491
H 1.293 0.886 -0.905
H 1.368 -1.772 1.018
H 1.386 -1.657 -0.761
H 0.226 -2.480 0.048
H -0.506 -0.340 1.227
H -2.039 -1.189 -0.085
H -1.045 -1.119 -1.460
H -2.243 0.074 -1.115
*
```

three | The following is a quantum chemistry calculation of a cluster of 2 separate species, C5H10N in total, from the OMol25 dataset.

Computed properties:
Molecular weight   84.142 g/mol
Orbital gap   7.589 eV
HOMO energy   -13.16 eV

```
! RIJCOSX wB97M-V def2-TZVPD def2/J DEFGRID3
* xyz 1 1
C 0.686 -1.511 2.998
C -0.409 -0.813 2.747
H 0.618 -2.547 3.302
H 1.671 -1.072 2.923
H -1.401 -1.236 2.840
H -0.349 0.226 2.436
C 0.516 0.135 -1.615
C 1.671 0.671 -1.950
C -1.730 0.569 -0.897
N -0.651 0.944 -1.460
H 0.350 -0.900 -1.351
H 1.779 1.729 -2.153
H 2.554 0.057 -2.060
H -2.538 1.276 -0.771
H -1.807 -0.454 -0.546
H -0.571 1.921 -1.744
*
```

Of them, one has the lowest stability.